[1]
{
  "formula": "C3H13NO3",
  "method": "the ωB97M-V functional and the def2-TZVPD basis",
  "homo_energy_ev": [-13.725, -13.724],
  "charge": 1,
  "spin_multiplicity": 2,
  "gap_ev": [9.68, 5.22],
  "s2": 0.757,
  "lumo_ev": [-4.0, -8.5],
  "symbols": ["N", "C", "C", "C", "H", "H", "H", "H", "H", "H", "H", "H", "H", "O", "H", "H", "O", "H", "H", "O"],
  "xyz": [[-1.0966, 1.3058, -1.2842], [-2.0557, 0.5976, -0.4898], [-2.0389, -1.1669, 1.2413], [-1.5379, -0.7141, 0.0869], [-1.3508, 1.7812, -2.1464], [-0.1550, 1.4836, -0.9291], [-2.8380, 0.3626, -1.2049], [-2.3550, 1.3467, 0.2646], [-2.0030, -2.2400, 1.4174], [-2.2513, -0.6135, 2.1509], [-0.7306, -1.2490, -0.4074], [2.1941, -1.5067, 0.0057], [3.4585, -1.9747, -0.6081], [2.5521, -2.2575, -0.4778], [3.4927, 1.1648, -0.8960], [2.2577, 0.8890, 0.0208], [3.1438, 0.6021, -0.2257], [0.4354, 1.0728, 1.8694], [0.2339, 0.1404, 0.6818], [0.6445, 0.9758, 0.9309]],
  "atomic_forces_ev_per_a": [[0.2, 0.3, 0.2], [1.4, 0.1, -1.2], [1.1, -1.0, 0.5], [-0.5, 0.8, 0.8], [-0.1, -0.2, 0.0], [0.0, -0.1, 0.2], [-0.7, 0.1, 0.4], [-0.4, -0.4, 0.2], [0.6, 0.1, 0.1], [-1.3, 0.5, -0.6], [-0.9, -0.5, -0.9], [0.2, 0.0, 0.0], [0.3, 0.0, -0.1], [-0.5, -0.1, 0.1], [0.3, 0.7, -0.7], [0.3, 0.4, 0.1], [-0.3, -0.9, 0.7], [0.3, 0.1, 0.0], [0.2, -0.2, 0.5], [-0.3, 0.2, -0.2]]
}

[2]
{
  "formula": "C3H13NO3",
  "method": "the ωB97M-V functional and the def2-TZVPD basis",
  "homo_energy_ev": [-14.572, -14.422],
  "charge": 1,
  "spin_multiplicity": 2,
  "gap_ev": [11.67, 5.81],
  "s2": 0.755,
  "lumo_ev": [-2.9, -8.6],
  "symbols": ["C", "C", "C", "O", "N", "H", "H", "H", "H", "H", "H", "H", "H", "H", "H", "H", "O", "H", "H", "O"],
  "xyz": [[-0.9560, -1.8048, 0.2032], [-1.7586, -0.5579, 0.1157], [-1.2969, 0.4933, -0.7909], [-0.3424, 1.2423, 0.0913], [0.1379, -1.6387, 1.2544], [-0.4234, -2.1925, -0.6392], [-1.7361, -2.6183, 0.6201], [-1.8961, -0.2245, 1.1457], [-2.9467, -0.5651, -0.1000], [-2.0047, 1.2615, -1.1532], [-0.5141, 0.2306, -1.7127], [-0.0601, 1.9412, -0.5224], [0.0048, -0.7465, 1.7544], [0.9998, -1.3940, 0.7447], [1.5133, 1.9453, -1.2715], [0.7622, 3.2716, -2.0679], [1.1945, 2.3969, -2.1181], [3.0532, 0.3909, 1.3767], [3.5134, -1.0005, 1.6208], [2.7561, -0.4309, 1.4488]],
  "atomic_forces_ev_per_a": [[-1.0, -3.2, 2.9], [-4.7, 0.6, -0.3], [4.9, 2.1, -1.0], [-0.6, 0.0, -1.0], [-1.4, 3.0, -3.4], [-0.2, -0.2, -0.7], [1.9, 1.3, -0.9], [0.4, 0.8, 0.0], [2.5, -1.5, 0.1], [-0.2, -0.9, 0.2], [-2.7, -0.1, 1.9], [0.2, 0.0, 0.5], [-0.3, -0.7, 1.2], [1.0, -1.1, 0.7], [-0.6, 1.9, -1.6], [0.7, -0.6, 0.8], [0.1, -1.2, 0.8], [2.1, 5.6, -0.4], [0.0, 0.1, 0.0], [-2.2, -5.8, 0.4]]
}

[3]
{
  "formula": "C3H13NO3",
  "method": "the ωB97M-V functional and the def2-TZVPD basis",
  "homo_energy_ev": [-13.485, -13.485],
  "charge": 1,
  "spin_multiplicity": 2,
  "gap_ev": [9.89, 4.95],
  "s2": 0.755,
  "lumo_ev": [-3.6, -8.5],
  "symbols": ["C", "C", "C", "O", "N", "H", "H", "H", "H", "H", "H", "H", "H", "H", "H", "H", "O", "H", "H", "O"],
  "xyz": [[-0.8153, -1.6038, 0.2405], [0.7364, -1.3171, 0.0130], [1.4456, -0.1598, 0.5740], [2.8683, -0.2052, 0.3687], [-1.6862, -0.5791, -0.1709], [-0.9164, -1.8009, 1.2743], [-1.1829, -2.5713, -0.3403], [0.8692, -1.2486, -1.1879], [1.2048, -2.4050, 0.2057], [1.3028, 0.0186, 1.7163], [1.2417, 0.7920, 0.1579], [3.2536, -0.8652, 0.9917], [-2.1933, 0.0166, 0.5085], [-1.9974, -0.3893, -1.0961], [-6.2277, 1.3859, 1.5337], [-4.8174, 1.9005, 1.3479], [-5.3104, 1.2095, 1.6490], [4.6764, 2.9295, -3.0734], [3.8065, 2.0600, -2.1146], [3.7417, 2.8325, -2.5980]],
  "atomic_forces_ev_per_a": [[-0.3, -1.3, -1.4], [0.5, -3.8, -4.9], [1.8, 1.4, 3.9], [-0.4, -1.5, 0.4], [-0.5, 0.8, 1.9], [-0.5, 0.1, 1.2], [1.3, 1.8, 0.8], [-0.3, -0.1, 2.6], [-0.8, 2.6, 0.1], [-0.2, -0.7, -1.7], [-1.0, 0.7, -0.8], [-0.3, 0.7, -0.7], [0.5, -0.4, -0.2], [0.2, -0.2, -1.3], [-1.0, 0.4, -0.2], [1.6, 3.2, -1.2], [-0.6, -3.6, 1.4], [-3.1, -0.3, 1.6], [0.4, -2.6, 1.6], [2.8, 2.9, -3.2]]
}

[4]
{
  "formula": "C3H13NO3S",
  "method": "the ωB97M-V functional and the def2-TZVPD basis",
  "homo_energy_ev": -8.634,
  "gap_ev": 9.14,
  "smiles": "N[C@H](CO)CS.O.O",
  "lumo_ev": 0.5,
  "symbols": ["C", "O", "C", "C", "S", "N", "H", "H", "H", "H", "H", "H", "H", "H", "H", "H", "H", "O", "H", "H", "O"],
  "xyz": [[0.6662, -0.4035, -1.3661], [2.0509, -0.1921, -1.0807], [-0.1458, -1.3051, -0.3195], [-1.5207, -1.0959, -0.6400], [-2.7877, -1.3108, 0.6716], [0.2369, -0.9456, 1.0522], [0.2509, 0.5874, -1.3820], [0.5684, -0.9373, -2.3372], [2.3938, -1.1267, -1.1724], [0.2482, -2.3339, -0.3826], [-1.7573, -2.0246, -1.3802], [-1.7267, -0.1706, -1.2715], [-2.1159, -1.8906, 1.6144], [-0.3183, -0.1660, 1.4342], [1.2545, -0.7982, 1.2572], [2.3641, 2.0804, 1.1031], [1.3711, 2.4070, 2.2454], [1.6323, 2.6145, 1.3331], [-0.2565, 2.4971, 0.5642], [-1.5850, 2.5095, 0.0323], [-0.8236, 2.0048, 0.0247]],
  "atomic_forces_ev_per_a": [[-0.2, -1.0, -0.1], [0.1, -2.6, 0.0], [5.4, 1.6, 1.2], [-3.8, -2.6, -3.1], [-1.0, 1.1, -1.0], [0.0, 0.7, 1.3], [-0.4, 0.2, -0.1], [0.0, 0.6, 0.2], [0.2, 1.7, 0.3], [-0.6, 0.1, -0.5], [0.3, 2.3, 1.3], [0.1, -1.0, 1.3], [1.1, -0.6, 0.7], [0.6, -0.4, -0.5], [-1.5, -0.1, -0.8], [1.1, -1.0, -0.3], [0.4, 0.0, -0.5], [-1.6, 1.1, 0.9], [2.1, 0.9, 1.2], [-2.8, 1.4, -0.2], [0.6, -2.3, -1.1]]
}

[5]
{
  "formula": "C3H13NO4",
  "method": "the ωB97M-V functional and the def2-TZVPD basis",
  "homo_energy_ev": [-4.616, -4.616],
  "charge": -1,
  "spin_multiplicity": 2,
  "gap_ev": [8.33, 7.15],
  "s2": 0.754,
  "lumo_ev": [3.7, 2.5],
  "symbols": ["C", "C", "C", "N", "H", "H", "H", "H", "H", "H", "H", "O", "H", "H", "O", "H", "H", "O", "H", "H", "O"],
  "xyz": [[-0.4582, 0.0936, -2.5107], [-0.6479, -1.3184, -2.1784], [-0.0989, 0.9909, -1.3285], [0.9766, 0.6508, -2.3239], [-0.8719, 0.6446, -3.3525], [-1.6374, -1.5206, -1.7711], [-0.0250, -2.0471, -2.6812], [-0.3372, 2.0461, -1.4022], [-0.1442, 0.5779, -0.3209], [0.3494, -1.8383, 0.6585], [0.4226, -1.8456, -0.8138], [1.0345, -1.9843, -0.0247], [-0.6756, -1.2417, 3.1205], [1.4968, -0.0513, -1.7962], [-0.9356, -1.2056, 2.1992], [1.6413, 2.1955, 3.1120], [0.3143, 1.6290, 2.2798], [1.2414, 1.4397, 2.6849], [-1.7709, 1.8868, 1.7218], [-1.1815, -0.2411, 2.0308], [-1.0115, 1.3293, 1.5301]],
  "atomic_forces_ev_per_a": [[2.6, 1.8, 1.5], [-1.1, 0.8, -1.1], [-0.1, 0.2, -1.5], [-1.4, -0.8, 1.1], [-0.5, -0.7, -0.1], [0.3, -0.7, 0.0], [-0.2, -0.3, 0.1], [-0.4, -0.1, 0.2], [0.3, 0.2, -0.2], [0.5, 0.2, 0.6], [1.3, -0.3, 1.0], [-1.5, 0.1, -1.0], [0.2, 0.1, 0.0], [0.2, -0.2, -0.4], [-0.5, -0.4, -0.2], [-0.3, 0.3, -0.1], [0.2, -0.2, 0.1], [0.2, -0.3, 0.1], [0.0, 0.0, 0.0], [0.6, 0.3, -0.2], [-0.4, 0.0, 0.2]]
}

[6]
{
  "formula": "C3H13NO4",
  "method": "the ωB97M-V functional and the def2-TZVPD basis",
  "homo_energy_ev": -8.687,
  "gap_ev": 4.53,
  "lumo_ev": -4.2,
  "symbols": ["C", "N", "C", "C", "O", "H", "H", "H", "H", "H", "H", "H", "H", "H", "O", "H", "H", "O", "H", "H", "O"],
  "xyz": [[-0.0003, -1.5854, 1.0366], [0.8780, -2.2326, 0.0783], [-1.8539, 2.1360, 0.0958], [-1.9462, 0.8981, 0.7346], [-1.7032, -0.1640, 0.1514], [0.5975, -1.3002, 1.9112], [-0.7230, -2.2832, 1.4831], [-0.3849, -0.6226, 0.6103], [1.8056, -1.7263, 0.0494], [-2.2228, 3.0656, 0.5358], [-1.6320, 2.1459, -0.9707], [-2.3555, 0.7799, 1.7445], [0.5138, -2.0138, -0.8609], [-0.5616, -0.1406, -1.4069], [0.1468, -0.3947, -2.0008], [1.3371, 2.1457, 0.4933], [1.7498, 0.7418, 0.0750], [0.9934, 1.2501, 0.5499], [3.5624, -0.5376, -0.4862], [0.9327, -0.1664, -1.4878], [2.6159, -0.3828, -0.4659]],
  "atomic_forces_ev_per_a": [[3.5, -3.8, 1.5], [-1.4, 2.3, 0.8], [-0.3, -0.6, 0.0], [-0.9, 2.5, 1.2], [0.4, -1.7, -1.5], [0.1, 0.4, -0.2], [-0.9, 0.7, -1.1], [-1.0, 0.9, -0.6], [0.2, 0.1, 0.0], [0.2, -0.4, 0.1], [0.3, 0.0, 0.3], [0.2, 0.6, 0.1], [-0.3, -1.1, -0.3], [-0.4, 0.1, -0.1], [-0.1, -0.2, -0.1], [-0.3, 0.3, 0.2], [0.0, -0.5, 0.5], [0.2, 0.3, -0.3], [0.0, 0.2, -0.1], [0.8, 0.1, -0.3], [-0.4, -0.1, 0.1]]
}

Number 1: largest force on an atom 1.83 eV/A, DFT total energy -402.1839 hartree. Number 2: largest force on an atom 6.19 eV/A, DFT total energy -402.1552 hartree. Number 3: largest force on an atom 6.22 eV/A, DFT total energy -402.1785 hartree. Number 4: largest force on an atom 5.74 eV/A, DFT total energy -800.7054 hartree. Number 5: largest force on an atom 3.49 eV/A, DFT total energy -477.7358 hartree. Number 6: largest force on an atom 5.34 eV/A, DFT total energy -477.5561 hartree.